{"formula": "C2H3FLi3O", "method": "ωB97M-V/def2-TZVPD", "lumo_energy_ev": -4.34, "homo_lumo_gap_ev": 8.9, "charge": 1, "max_force_ev_per_a": 1.02, "homo_energy_ev": -13.26, "elements": ["O", "C", "C", "Li", "Li", "F", "H", "H", "H", "Li"], "positions_angstrom": [[2.578, -2.174, -0.956], [2.888, -3.367, -0.432], [3.803, -4.222, -0.928], [2.423, -2.970, -2.643], [3.605, -0.590, -0.680], [2.363, 0.491, -0.090], [2.313, -3.661, 0.456], [4.479, -3.931, -1.740], [3.934, -5.208, -0.483], [1.105, -0.706, -0.081]]}